DFT (ωB97M-V/def2-TZVPD) results for an isolated ion of composition C3H4N3 and charge +1.

Atoms and positions in Å:
C 0.55346 2.81028 1.34088
C 0.74340 0.57922 0.48197
C -0.34344 -0.17138 -0.10799
N 0.36788 4.18608 1.44044
N 0.44399 3.63355 0.25448
N 0.49443 1.56521 1.26610
H 1.78232 0.38647 0.18378
H -1.36254 0.02748 0.39475
H -0.14529 -1.17843 -0.16002
H -0.23932 0.04540 -1.18179

The value obtained for the energy above the lowest of the compared OMol25 structures with the same formula, charge and spin is 61.5 kcal per mole. Its net charge is +1. The calculation puts the HOMO-LUMO gap at 10.102 eV. Its SMILES is CC=[N+]=c1nn1. Its HOMO energy is -16.49 eV.


DFT (ωB97M-V/def2-TZVPD) results for a single C2H4FNOS molecule.

Atoms and positions in Å:
C 2.15989 1.78206 -0.14227
C -0.20756 -0.73426 0.16570
N 1.12585 -1.17464 0.39318
O 3.63676 -0.26770 0.23494
F 1.43637 -2.04241 -0.64962
S 2.31942 0.26977 0.12941
H 1.14614 2.00094 -0.03829
H -0.93242 -1.45954 0.67789
H -0.24392 0.28945 0.64958
H -0.45587 -0.62032 -0.93296

The value obtained for the energy above the lowest of the compared OMol25 structures with the same formula, charge and spin is 155.4 kcal per mole. Its net charge is 0. The calculation puts the HOMO-LUMO gap at 9.314 eV. Its SMILES is C#S(=O)N(C)F. Its HOMO energy is -9.99 eV.


DFT (ωB97M-V/def2-TZVPD) results for a single C7H10 molecule.

Atoms and positions in Å:
C 2.37276 -1.09644 0.02358
C 1.32755 -0.28275 0.03403
C -2.38772 -0.58864 0.16286
C -1.77781 0.48371 -0.33169
C -0.41054 0.98547 0.02778
C 0.38527 0.21336 1.11514
C 0.64350 0.54196 -1.03939
H 2.72932 -1.57817 0.93074
H 2.91848 -1.29728 -0.89542
H 1.26716 1.34563 -1.44425
H -1.96066 -1.17829 0.96963
H -3.33958 -0.92926 -0.23323
H -2.25341 1.02709 -1.15072
H -0.43288 2.06919 0.18985
H -0.16802 -0.55444 1.66498
H 0.87366 0.86389 1.84854
H 0.21293 -0.02505 -1.87241

The value obtained for the energy above the lowest of the compared OMol25 structures with the same formula, charge and spin is 44.5 kcal per mole. Its net charge is 0. The calculation puts the HOMO-LUMO gap at 10.464 eV. Its SMILES is C=CC1CC(=C)C1. Its HOMO energy is -9.33 eV.


DFT (ωB97M-V/def2-TZVPD) results for an isolated ion of composition C5H14N3 and charge +1.

Atoms and positions in Å:
C -0.69984 1.48542 0.73429
C -2.24934 -0.38125 -0.55920
C 1.07062 -1.45358 -0.73949
C 2.29233 0.36670 0.30711
C -0.20379 0.03782 0.86843
N -0.35938 2.07990 -0.34791
N -1.35388 -0.79633 0.46144
N 0.91773 -0.12120 -0.15312
H -1.43759 1.70531 1.46623
H -1.56497 -0.00524 -1.31317
H -2.91516 -1.30771 -0.90381
H -2.85406 0.49388 -0.18836
H 1.34181 -2.16223 0.11189
H 0.02668 -1.71535 -1.06525
H 1.72974 -1.51201 -1.50113
H 2.48198 -0.12601 1.24180
H 2.89852 0.17381 -0.46816
H 2.28921 1.44294 0.38254
H 0.18899 -0.24205 1.82689
H -0.88787 3.01736 -0.45515
H -1.28163 -1.62069 1.06908
H 0.56991 0.64050 -0.77493

The value obtained for the energy above the lowest of the compared OMol25 structures with the same formula, charge and spin is 75.2 kcal per mole. Its net charge is +1. The calculation puts the HOMO-LUMO gap at 9.988 eV. Its SMILES is [H]/N=C/[C@@H](NC)[NH+](C)C. Its HOMO energy is -13.16 eV.


DFT (ωB97M-V/def2-TZVPD) results for a single C3H6O molecule.

Atoms and positions in Å:
C -0.12753 0.41342 1.22971
C 0.42695 -0.45091 0.11809
O 1.22168 -1.33885 0.33947
C -0.07402 -0.17041 -1.28395
H 0.30608 0.10632 2.18253
H 0.10048 1.46879 1.03982
H -1.21934 0.32370 1.27481
H -0.27917 0.89207 -1.44560
H 0.65747 -0.52941 -2.01054
H -1.01260 -0.71473 -1.44433

The value obtained for the energy above the lowest of the compared OMol25 structures with the same formula, charge and spin is 0.2 kcal per mole. Its net charge is 0. The calculation puts the HOMO-LUMO gap at 10.653 eV. Its SMILES is CC(C)=O. Its HOMO energy is -9.69 eV.


DFT (ωB97M-V/def2-TZVPD) results for a 2-piece molecular cluster, C10H15BrNP overall.

Atoms and positions in Å:
C -4.21788 1.94976 -0.36999
C -4.06899 0.80827 -1.10096
C -3.28941 2.24331 0.63105
C -3.03182 -0.10059 -0.75958
C -2.30028 1.40076 0.97218
C -2.20327 0.22611 0.33224
C 1.98810 -2.45088 -0.19049
C 1.82370 0.73630 1.66811
C 1.50588 -1.41860 -1.16440
C 2.19613 0.51968 0.19926
N 1.19626 -0.05242 -0.57704
P -1.01380 -1.03055 1.01434
Br -1.92968 -2.91932 0.49154
H -5.04060 2.58065 -0.48401
H -4.92123 0.52990 -1.80085
H -3.19757 3.23995 0.97348
H -3.15731 -0.95886 -1.32060
H -1.52150 1.47062 1.69574
H 1.32408 -2.40252 0.78352
H 2.06441 -3.51835 -0.38991
H 2.99667 -2.24906 0.18967
H 2.70249 0.28237 2.22012
H 1.59223 1.76053 1.93665
H 0.98356 0.02691 1.77838
H 2.22936 -1.29291 -1.93031
H 0.65506 -1.78722 -1.64994
H 2.42193 1.65570 -0.22093
H 3.19319 0.05668 0.23082

The value obtained for the energy above the lowest of the compared OMol25 structures with the same formula, charge and spin is 53.1 kcal per mole. Its net charge is 0. The calculation puts the HOMO-LUMO gap (spin up / spin down) at 7.290 / 7.888 eV. Its HOMO energy (spin up / spin down) is -7.50 / -8.76 eV.


Number 1: energy -280.53100 Eh, largest force on an atom 3.4 eV/Å. Number 2: energy -706.39182 Eh, largest force on an atom 2.3 eV/Å. Number 3: energy -272.64705 Eh, largest force on an atom 0.3 eV/Å. Number 4: energy -362.85938 Eh, largest force on an atom 5.5 eV/Å. Number 5: energy -193.14289 Eh, largest force on an atom 0.4 eV/Å. Number 6: energy -3360.01196 Eh, largest force on an atom 5.2 eV/Å.